57
Properties=species:S:1:pos:R:3:forces:R:3 method="wB97M-V/def2-TZVPD" s2=0.786 total_charge=-4 energy_ev=-128159.081 lumo_energy_ev=6.3873 multiplicity=2
O -0.3899 -2.4732 -0.2964 1.347 1.411 -0.096
C -1.4928 0.2694 4.2675 -1.760 1.360 4.345
C 3.8339 0.9024 -3.0262 0.868 -0.311 0.749
H 5.1284 -0.5762 -1.7870 -0.814 0.611 0.781
O 4.2649 0.6721 0.3179 -0.762 0.897 0.943
H -0.2817 3.0422 -0.9574 0.204 -0.091 0.143
O -4.2114 -0.6754 6.5227 -0.734 -1.392 0.184
C -1.2356 2.5874 -0.7346 -1.723 -0.542 0.246
F 3.8244 3.7017 1.1414 1.482 0.552 -1.517
O -4.8932 3.5714 -0.4927 0.442 0.219 -0.409
F 2.0858 3.2561 2.1108 -1.409 -0.187 0.719
O 2.2277 0.2274 1.6040 -0.218 0.824 -0.395
H 2.0911 1.4480 -4.2272 0.137 0.220 0.149
C 2.8410 2.8204 1.1237 0.483 -2.314 2.878
C -1.4142 -0.8055 3.4463 -0.644 -0.362 -0.831
O -2.6587 -2.8350 2.6142 2.031 1.751 1.606
O 1.4033 -2.3306 1.4723 -0.305 1.664 -0.895
C 4.3713 -0.4718 -2.5641 -0.408 -0.259 0.184
O -2.3416 4.6564 -0.7834 0.313 1.748 -0.489
H -4.8587 0.9053 -0.0601 -0.054 -0.067 -0.168
C -3.3759 -1.8889 4.5310 -1.008 2.106 4.239
C -1.7283 -2.6858 -2.6163 -0.843 -1.529 3.499
O -0.3399 0.4679 -0.5738 0.171 -0.970 1.237
O -2.6508 -3.4956 -0.2057 2.787 0.529 -1.702
H 4.9242 -0.9422 -3.3772 -0.700 -0.315 -0.579
H 4.6428 1.4695 -3.4867 0.027 0.017 -0.151
C -1.3960 1.2357 -0.4546 1.834 0.808 -1.644
F -0.6323 -2.5905 -3.3013 2.061 0.214 -1.867
O -0.5813 -0.6729 2.5051 2.175 -0.942 -2.887
O 4.1724 1.1224 2.7665 -0.812 0.327 -1.638
F -2.2437 -1.5028 -2.4547 -0.578 0.711 -0.579
C -3.9124 2.8121 -0.5674 0.664 -1.463 0.609
O -0.7888 -4.7449 -1.0787 1.210 -0.017 -0.761
H 1.1394 -0.9949 -3.9676 0.308 -0.132 0.026
C 2.7153 0.5899 -3.9778 -0.584 -0.242 -1.180
C -2.4009 3.4500 -0.7418 -1.244 -1.497 0.652
O -2.9394 -0.6022 0.0270 1.736 3.631 -0.980
C 1.8065 -0.4246 -3.3213 -0.853 0.302 0.502
S 3.4407 1.0422 1.4896 1.683 -0.885 0.656
C -2.7849 0.6715 -0.2778 -0.269 -6.146 1.823
O -3.0019 1.5072 5.8959 2.418 -2.596 -1.058
C -3.4487 -0.8205 5.5551 0.425 -0.646 -0.977
H -4.0684 -2.7154 4.5925 -0.268 0.024 0.067
F -2.5931 -3.4808 -3.3152 0.271 0.346 0.136
V 0.7518 -1.0977 0.7267 -1.769 -1.516 2.665
H 3.4635 1.5158 -2.2048 0.027 -0.274 0.271
H 3.0515 0.2058 -4.9408 0.466 -0.099 -0.063
C -3.9420 1.3816 -0.3751 -0.751 4.019 -0.662
S -1.3120 -3.4188 -0.8433 -6.296 -1.795 0.614
C -2.5440 0.4230 5.3825 -0.317 1.920 -2.698
F 2.1662 2.7392 0.0376 -0.645 0.838 -2.082
O 2.2669 -1.3890 -0.8876 1.384 -0.390 -2.817
H -0.7364 1.0233 4.1067 -0.211 0.386 -0.007
H 1.1757 0.1669 -2.6578 -0.293 -0.418 0.554
C -2.4553 -1.9493 3.5244 -0.668 -1.600 -3.243
S 2.7967 -1.5002 -2.2794 0.608 0.073 0.719
O 3.0686 -2.7997 -2.9253 -0.622 1.493 1.180